No. 1
ORCA calculation (ωB97M-V/def2-TZVPD) on a molecular structure, C60H47BrFGeN5P3Tl in a non-equilibrium geometry.

Element x y z (Å)
Tl  3.19731  -1.58336  0.66762
F  1.34534  2.90898  -2.87760
Ge  0.80154  1.87202  -1.52170
C  1.70513  0.15006  -2.20166
C  3.11352  0.12665  -2.11419
C  3.89162  -0.92151  -2.56905
C  3.31918  -1.94308  -3.23709
C  1.91057  -1.89048  -3.40117
C  1.08947  -0.89483  -2.89530
P  -0.69477  -0.64717  -3.45879
C  -1.30873  -2.39180  -3.26321
C  -2.25983  -2.98048  -4.11973
C  -2.79405  -4.26141  -3.91826
C  -2.58803  -4.92484  -2.76503
C  -1.78290  -4.29750  -1.78311
C  -1.13441  -3.08842  -2.07250
C  -0.46002  -0.58730  -5.26405
C  -0.59094  0.73780  -5.75211
C  -0.36265  0.99347  -7.12080
C  -0.03995  -0.03578  -7.98992
C  0.04865  -1.34345  -7.54118
C  -0.07431  -1.62280  -6.14706
C  -1.03873  2.63168  -1.35019
C  -0.94553  3.99356  -1.52041
C  -2.06705  4.81536  -1.40157
C  -3.27037  4.24361  -1.13090
C  -3.48517  2.87154  -1.07721
C  -2.30988  2.04028  -1.09841
P  -2.27544  0.22545  -0.85280
C  -3.62503  -0.23942  -2.01802
C  -3.70774  0.43022  -3.28483
C  -4.57431  0.10991  -4.28270
C  -5.46520  -0.95435  -4.03933
C  -5.43806  -1.64757  -2.82664
C  -4.49889  -1.28963  -1.80139
C  -2.94922  -0.09492  0.79694
C  -2.58608  -1.28351  1.41402
C  -2.98315  -1.51974  2.70344
C  -3.65537  -0.55528  3.40203
C  -4.05518  0.62148  2.84259
C  -3.69929  0.86289  1.55545
C  1.85529  2.53559  0.05549
C  2.96516  3.23909  -0.40167
C  3.81249  3.90866  0.51671
C  3.53476  3.99808  1.84051
C  2.39676  3.29811  2.26866
C  1.62381  2.48798  1.41048
P  0.18556  1.42287  1.99532
C  -0.80768  2.56470  3.03888
C  -1.42404  2.13972  4.20855
C  -2.34453  2.96334  4.83231
C  -2.67827  4.22871  4.30251
C  -2.06718  4.66635  3.11732
C  -1.16853  3.82223  2.54032
C  0.85812  0.32071  3.22195
C  1.44513  0.68674  4.47099
C  1.81121  -0.29940  5.34724
C  1.53037  -1.64310  5.15146
C  0.99636  -2.01966  3.93971
C  0.65847  -1.02202  2.97370
H  3.57719  0.87409  -1.55761
H  4.94328  -0.75262  -2.42499
H  3.82611  -2.75656  -3.72135
H  1.42083  -2.71048  -3.97594
H  -2.64847  -2.48241  -5.03880
H  -3.35335  -4.70856  -4.73601
H  -2.96594  -5.94728  -2.56709
H  -1.56483  -4.69775  -0.82910
H  -0.42148  -2.58032  -1.39302
H  -0.89296  1.50888  -5.10872
H  -0.32152  2.06447  -7.38104
H  0.24167  0.14791  -9.02715
H  0.15116  -2.09284  -8.28764
H  -0.05030  -2.65687  -5.79584
H  0.02292  4.41294  -1.56270
H  -2.01953  5.89565  -1.51464
H  -4.23560  4.80693  -1.07770
H  -4.44229  2.47021  -0.86209
H  -3.02484  1.25321  -3.43494
H  -4.59255  0.63035  -5.20105
H  -6.26484  -1.28415  -4.71709
H  -6.11510  -2.45237  -2.64841
H  -4.34963  -1.86784  -0.89150
H  -1.97551  -2.02177  0.84711
H  -2.75261  -2.48823  3.09224
H  -4.02626  -0.68079  4.45882
H  -4.49630  1.38518  3.48873
H  -3.94863  1.74947  1.04646
H  3.25250  3.17856  -1.43527
H  4.68951  4.36411  0.10424
H  4.09259  4.62886  2.50422
H  2.14577  3.33571  3.31084
H  -1.28484  1.16497  4.62180
H  -2.78633  2.59849  5.78880
H  -3.33463  4.82072  4.91845
H  -2.29084  5.60469  2.64704
H  -0.75661  4.06555  1.63078
H  1.52681  1.70916  4.83598
H  2.24056  -0.01155  6.31208
H  1.81833  -2.39924  5.84747
H  0.82883  -3.08177  3.75017
H  0.22488  -1.33358  2.02670
N  5.23029  -5.24830  3.41884
C  4.09688  -4.98428  2.73052
N  3.72093  -3.74859  2.93696
C  4.69728  -3.31482  3.82667
N  5.58224  -4.22644  4.19135
C  4.83956  -1.92603  4.17096
C  5.41237  -1.54143  5.43409
N  5.54313  -0.27217  5.78835
C  4.99524  0.63545  4.94785
C  4.55897  0.25175  3.69793
N  4.38791  -1.01313  3.31575
H  5.72901  -6.09686  3.49634
H  3.73151  -5.68758  2.04770
H  5.84329  -2.32418  6.05667
H  4.88323  1.60847  5.32642
H  4.16367  1.01836  3.07696
Br  5.61200  -2.72833  -0.02019

Atoms 1-3, force components in eV/Å:
Tl 0.0 -0.2 0.2
F 0.0 -0.2 0.6
Ge 0.2 -1.1 0.2

Computed properties:
spin multiplicity = 1
E = -8535.75017 Eh
LUMO energy = 0.099 eV
relative energy (zero: lowest compared OMol25 entry of this formula, charge and spin) = 0.0000 eV
highest occupied orbital energy = -7.8 eV
total charge = 0

Mulliken atomic charge list, values in e, 4 entries:
1. Tl 0.675
2. F -0.478
3. Ge 2.031
4. C 0.526

No. 2
ORCA calculation (ωB97M-V/def2-TZVPD) on a molecular structure, C60H48N9OP2TeTi in a non-equilibrium geometry.

Element x y z (Å)
Ti  0.12419  0.53451  0.17868
C  -3.91188  2.21422  1.25002
C  -2.95527  1.27570  0.97844
N  -1.87805  1.54077  0.20727
C  -1.81993  2.78801  -0.30225
C  -2.77327  3.76167  0.06475
N  -3.80864  3.49541  0.81946
C  -0.71926  3.03253  -1.19369
C  -0.65258  4.06996  -2.07307
C  0.42174  4.17627  -3.00470
C  1.41965  3.20073  -2.91343
C  1.35735  2.17789  -1.99318
N  0.23940  2.02735  -1.15044
C  2.39895  1.27465  -1.69536
C  3.66537  1.19896  -2.34544
N  4.65537  0.48093  -1.90732
C  4.43680  -0.20297  -0.73865
C  3.22182  -0.21019  -0.12558
N  2.16247  0.47507  -0.62328
C  0.48600  5.25064  -3.98163
C  1.26102  5.16515  -5.14999
C  1.28009  6.21072  -6.05153
N  0.59405  7.34809  -5.91250
C  -0.14104  7.43468  -4.80192
C  -0.22695  6.45110  -3.83521
H  -4.76955  1.95532  1.85718
H  -3.03806  0.27204  1.37747
H  -2.63843  4.78447  -0.26691
H  -1.45869  4.79078  -2.09368
H  2.30309  3.28217  -3.53365
H  3.82503  1.76457  -3.25801
H  5.26627  -0.76099  -0.32634
H  3.04747  -0.78152  0.77758
H  1.83320  4.27387  -5.37179
H  1.87896  6.12379  -6.95325
H  -0.69612  8.35891  -4.67129
H  -0.82800  6.63541  -2.95470
Te  -3.49238  -2.76800  3.30677
C  -3.07926  -4.82236  3.61355
C  -1.81447  -5.24364  4.01792
C  -1.56974  -6.59676  4.17300
N  -2.47981  -7.55093  3.95975
C  -3.68651  -7.14040  3.58048
C  -4.03393  -5.80719  3.39758
C  -1.88426  -2.27762  2.09659
P  -0.82806  -0.86924  2.49747
C  -1.38047  -0.17135  4.10237
C  -1.21225  -0.90584  5.27832
C  -1.70699  -0.43860  6.48336
C  -2.37899  0.77706  6.53635
C  -2.53881  1.52348  5.38048
C  -2.03796  1.04992  4.17288
C  0.80005  -1.52747  3.08529
C  1.78471  -0.64280  3.53351
C  3.03186  -1.11175  3.91417
C  3.32082  -2.47167  3.85485
C  2.34730  -3.35852  3.42170
C  1.09578  -2.88368  3.04350
P  -2.16390  -2.20536  0.32527
C  -3.93271  -2.32793  -0.17788
C  -4.71326  -3.47266  0.00320
C  -6.02746  -3.51134  -0.42998
C  -6.58960  -2.40131  -1.05384
C  -5.82928  -1.25965  -1.24291
C  -4.50720  -1.22881  -0.80790
C  -1.65619  -3.86757  -0.30922
C  -1.81654  -4.14217  -1.67361
C  -1.34703  -5.32069  -2.22593
C  -0.69910  -6.25903  -1.42453
C  -0.53906  -6.00425  -0.07295
C  -1.01369  -4.81633  0.47750
H  -1.02696  -4.52268  4.20305
H  -0.58901  -6.93649  4.49261
H  -4.42065  -7.91966  3.39818
H  -5.03641  -5.55042  3.07567
H  -0.68488  -1.85154  5.24715
H  -1.57555  -1.02725  7.38286
H  -2.77123  1.14087  7.47819
H  -3.04833  2.47889  5.41183
H  -2.16416  1.64255  3.27957
H  1.57359  0.41877  3.57089
H  3.78444  -0.41086  4.25469
H  4.29905  -2.83392  4.14687
H  2.55791  -4.42071  3.37484
H  0.32765  -3.57112  2.71236
H  -4.27818  -4.34535  0.47661
H  -6.61841  -4.40689  -0.28053
H  -7.61653  -2.43403  -1.39695
H  -6.25601  -0.39245  -1.73193
H  -3.91142  -0.33748  -0.96783
H  -2.31901  -3.41751  -2.30783
H  -1.48500  -5.51232  -3.28368
H  -0.33327  -7.18336  -1.85429
H  -0.05388  -6.73314  0.56550
H  -0.92025  -4.62561  1.53827
O  0.97772  -1.88388  0.06619
C  1.25105  -2.35980  -1.24624
C  0.40219  -1.70627  -2.30833
C  0.40903  -2.20623  -3.60833
C  -0.38095  -1.59229  -4.55768
C  -1.15793  -0.50174  -4.18353
C  -1.08794  -0.06599  -2.87561
N  -0.32201  -0.65675  -1.95390
H  0.31544  -2.47119  0.46118
H  1.10956  -3.44333  -1.28747
H  2.30239  -2.14981  -1.45364
H  1.02334  -3.06481  -3.84951
H  -0.39866  -1.95880  -5.57650
H  -1.79279  0.01377  -4.89049
H  -1.65925  0.79073  -2.53849
N  0.66108  1.54216  1.47311
C  1.00791  2.81102  1.87184
C  2.27675  3.33202  1.57368
C  2.62319  4.61673  1.95715
C  1.72294  5.42037  2.64768
C  0.46621  4.91163  2.95290
C  0.11098  3.62466  2.58046
H  2.97549  2.70980  1.02726
H  3.60757  4.99632  1.70877
H  1.99538  6.42637  2.94028
H  -0.25003  5.52363  3.48933
H  -0.86959  3.23690  2.82059

Atoms 1-3, force components in eV/Å:
Ti 0.8 0.5 1.1
C 0.0 0.1 0.0
C 0.0 -0.2 -0.2

Computed properties:
spin multiplicity = 1
E = -4683.56424 Eh
LUMO energy (spin up / spin down) = 1.790 / 1.789 eV
relative energy (zero: lowest compared OMol25 entry of this formula, charge and spin) = 0.0000 eV
highest occupied orbital energy (spin up / spin down) = -2.7 / -2.7 eV
total charge = -1

Mulliken atomic charge list, values in e, 4 entries:
1. Ti -0.212
2. C -0.881
3. C -1.477
4. N 1.607

Which of these has the lowest total charge? C60H48N9OP2TeTi